The ion C5H13N5 with charge +2 in a non-equilibrium geometry. Source: the OMol25 dataset; level of theory: ωB97M-V/def2-TZVPD.

## Properties
Frontier orbital gap   8.911 eV
HOMO level   -0.6228 Eh
Total charge   +2
LUMO   -0.2953 hartree
Energy relative to the best compared isomer or geometry (same formula, charge and spin)   1.806 eV

Last column: natural (NBO) charge in e.
Element x y z (Å)
C  -1.636250  0.678898  -0.260395  0.696
C  2.193816  -0.071369  -1.468305  0.053
C  0.853657  1.177179  -0.020019  0.089
C  -0.561166  -1.281323  0.446987  0.352
C  1.331132  1.139323  1.433138  -0.624
N  -1.489685  -0.707735  -0.293547  -0.616
N  1.189091  -0.044241  -0.698377  -0.466
N  -0.597877  1.450001  -0.055197  -0.496
N  -2.849238  1.166499  -0.459551  -0.714
N  -0.462070  -2.726218  0.251605  -0.771
H  2.810517  0.794899  -1.695462  0.192
H  2.468107  -1.007203  -1.931718  0.202
H  1.307947  2.045242  -0.523847  0.224
H  0.945245  1.998474  1.977670  0.237
H  2.417346  1.179616  1.461496  0.250
H  0.992876  0.224007  1.910531  0.242
H  -2.123604  -1.205652  -0.925234  0.415
H  -0.789967  2.436713  0.084937  0.444
H  -3.660440  0.574075  -0.565173  0.443
H  -3.036581  2.160061  -0.458777  0.449
H  -0.753974  -3.177777  1.136335  0.487
H  0.538852  -2.955306  0.141856  0.488
H  -0.996427  -3.142998  -0.533326  0.426

Forces on atoms 1 to 2 (eV/Å):
0.0 0.8 0.2
-0.2 0.1 0.2

A cluster of 2 separate species, C5H13NO in total in a non-equilibrium geometry. Source: the OMol25 dataset; level of theory: ωB97M-V/def2-TZVPD.

## Properties
Frontier orbital gap (alpha / beta)   2.353 / 9.158 eV
Multiplicity   2
HOMO level (alpha / beta)   0.0430 / -0.2119 Eh
Total charge   -1
Expectation value of S²   0.75
LUMO (alpha / beta)   0.1295 / 0.1247 hartree
Energy relative to the best compared isomer or geometry (same formula, charge and spin)   3.258 eV

Last column: natural (NBO) charge in e.
Element x y z (Å)
C  -0.377468  -0.066144  2.462369  -0.540
N  -0.057301  0.663273  1.291396  -0.657
C  0.989501  -0.052395  0.490593  -0.281
C  1.538850  1.077065  -0.630159  -0.452
C  0.337833  1.931374  -1.154380  -0.200
C  -0.193543  2.028018  -2.374531  -0.433
H  -1.071222  -0.897781  2.438034  0.159
H  0.580766  -0.435077  2.875282  0.177
H  -0.763360  0.658388  3.157600  0.172
H  -0.871960  0.857827  0.700681  0.362
H  1.790856  -0.542959  0.940063  0.191
H  0.546281  -0.974033  -0.014352  0.177
H  2.438982  1.625268  0.029818  0.204
H  1.975267  0.488917  -1.456969  0.205
H  -0.145864  2.493445  -0.348538  0.200
H  0.329424  1.829897  -3.370519  0.198
H  -1.240994  2.550136  -2.439261  0.194
H  -2.636383  -4.590174  -1.081909  0.355
H  -1.402966  -4.454601  -0.305036  0.257
O  -1.766699  -4.190445  -1.210180  -1.287

Forces on atoms 1 to 2 (eV/Å):
0.6 0.0 1.5
1.7 -0.7 -1.3

A cluster of 2 separate species, C5H13NO in total in a non-equilibrium geometry. Source: the OMol25 dataset; level of theory: ωB97M-V/def2-TZVPD.

## Properties
Frontier orbital gap (alpha / beta)   2.357 / 9.115 eV
Multiplicity   2
HOMO level (alpha / beta)   0.0452 / -0.1961 Eh
Total charge   -1
Expectation value of S²   0.75
LUMO (alpha / beta)   0.1319 / 0.1389 hartree
Energy relative to the best compared isomer or geometry (same formula, charge and spin)   3.222 eV

Last column: natural (NBO) charge in e.
Element x y z (Å)
C  0.482562  -0.263318  -1.212805  -0.266
C  -0.206042  0.141183  0.076351  -0.714
C  -1.564733  -0.496302  0.328528  -0.065
C  -1.879181  -1.191917  1.409808  -0.595
C  -2.703155  -0.377119  -0.647742  -0.686
N  1.664891  -0.993631  -0.866345  -0.857
H  -0.211462  -1.022950  -1.715238  0.154
H  0.763509  0.636946  -1.845807  0.178
H  0.424619  -0.178195  1.015007  0.198
H  -0.524697  1.244860  -0.018222  0.200
H  -3.015489  -1.354461  1.585559  0.157
H  -1.258581  -1.792514  1.993642  0.192
H  -3.322450  -1.233592  -0.690592  0.205
H  -2.388539  -0.266096  -1.669545  0.207
H  -3.460339  0.412825  -0.238939  0.189
H  1.454660  -1.357169  0.165115  0.344
H  1.781370  -1.730797  -1.520711  0.342
H  5.030565  3.890296  1.778437  0.448
H  4.182420  2.599991  1.119827  0.444
O  4.750080  3.331958  0.953680  -1.074

Forces on atoms 1 to 2 (eV/Å):
-1.0 -0.3 -1.0
-1.5 0.5 1.3

A cluster of 2 separate species, C5H13NO in total in a non-equilibrium geometry. Source: the OMol25 dataset; level of theory: ωB97M-V/def2-TZVPD.

## Properties
Structure (SMILES)   CN1CCCC1.O
Frontier orbital gap   8.507 eV
HOMO level   -0.2821 Eh
LUMO   0.0306 hartree
Energy relative to the best compared isomer or geometry (same formula, charge and spin)   2.446 eV

Last column: natural (NBO) charge in e.
Element x y z (Å)
C  1.042053  -0.811541  -0.536621  -0.397
N  -0.257070  -0.886888  0.076340  -0.479
C  -0.923817  -1.187771  1.353900  -0.208
C  -2.157861  -0.294934  1.341861  -0.408
C  -2.476519  -0.197890  -0.187054  -0.410
C  -1.080682  0.096999  -0.697251  -0.232
H  1.795799  -1.269670  0.146825  0.193
H  1.229547  -1.327362  -1.495655  0.184
H  1.428858  0.201887  -0.696674  0.171
H  -0.252462  -1.044486  2.192265  0.202
H  -1.400921  -2.157725  1.229475  0.184
H  -3.057021  -0.649564  1.854895  0.213
H  -2.034228  0.767500  1.589419  0.195
H  -2.968174  -1.129020  -0.477243  0.199
H  -3.317242  0.475414  -0.456695  0.210
H  -0.761631  1.061928  -0.269118  0.177
H  -1.030350  -0.098354  -1.771208  0.207
O  5.063364  3.047519  -1.134162  -0.922
H  5.920116  3.289052  -0.795380  0.461
H  5.238240  2.114904  -1.267920  0.461

Forces on atoms 1 to 2 (eV/Å):
2.1 -1.2 2.3
-1.1 1.4 -3.2

A structure of composition C5H13NO in a non-equilibrium geometry. Source: the OMol25 dataset; level of theory: ωB97M-V/def2-TZVPD.

## Properties
Frontier orbital gap   9.573 eV
HOMO level   -0.3276 Eh
LUMO   0.0242 hartree
Energy relative to the best compared isomer or geometry (same formula, charge and spin)   3.944 eV

Last column: natural (NBO) charge in e.
Element x y z (Å)
C  1.607284  -0.781062  -0.242655  -0.192
C  1.305491  0.650221  0.208776  -0.425
C  0.126894  0.651874  1.153097  -0.402
C  -0.564550  2.188991  3.012880  -0.422
C  -0.309888  2.010198  1.688780  -0.169
N  0.274301  -1.310135  -0.703229  -0.884
H  2.206763  -1.212182  0.523225  0.180
H  2.302400  -0.900701  -1.131985  0.192
H  2.114675  1.123097  0.650338  0.202
H  1.215790  1.239306  -0.695023  0.206
H  0.266261  -0.273850  2.114416  0.179
H  -0.693645  0.153235  0.721902  0.194
H  -0.104355  3.150682  3.409962  0.218
H  -0.725122  1.275476  3.597010  0.198
H  -0.127478  2.835047  1.007826  0.195
H  -0.614552  -0.986399  -0.493952  0.367
H  0.275899  -1.707302  -1.606393  0.363
H  -2.294384  -2.836399  -3.948914  0.457
H  -3.573319  -2.512702  -4.494459  0.462
O  -2.688457  -2.757391  -4.771603  -0.919

Forces on atoms 1 to 2 (eV/Å):
-1.5 1.1 -2.2
-0.3 -0.6 -1.0

A cluster of 2 separate species, C5H13NO in total in a non-equilibrium geometry. Source: the OMol25 dataset; level of theory: ωB97M-V/def2-TZVPD.

## Properties
Structure (SMILES)   CC/C(C)=C/N.O
Frontier orbital gap   8.822 eV
HOMO level   -0.2912 Eh
LUMO   0.0330 hartree
Energy relative to the best compared isomer or geometry (same formula, charge and spin)   1.286 eV

Last column: natural (NBO) charge in e.
Element x y z (Å)
C  0.297395  2.481891  2.015627  -0.614
C  -0.642080  2.124826  0.906600  -0.412
C  -0.485918  0.729323  0.317567  -0.060
C  -1.508295  0.309962  -0.705366  -0.655
C  0.306877  -0.173487  0.893317  -0.023
N  0.539873  -1.492609  0.369833  -0.828
H  0.185099  3.535440  2.291006  0.212
H  0.092346  1.961862  2.952301  0.208
H  1.344868  2.292508  1.847166  0.208
H  -1.685848  2.242893  1.192207  0.202
H  -0.543073  2.777510  0.026419  0.202
H  -1.932332  -0.660476  -0.433437  0.216
H  -1.119408  0.217119  -1.716942  0.215
H  -2.363250  0.981775  -0.723295  0.218
H  1.032006  -0.014220  1.680596  0.188
H  0.002495  -1.620404  -0.480918  0.358
H  1.513998  -1.592928  0.127016  0.364
O  1.427128  -4.472463  -3.311429  -0.940
H  1.420538  -4.578638  -4.270285  0.470
H  2.117579  -5.049885  -2.977982  0.470

Forces on atoms 1 to 2 (eV/Å):
-0.2 0.7 1.2
-0.1 -0.8 -1.4

A cluster of 2 separate species, C5H13NO in total in a non-equilibrium geometry. Source: the OMol25 dataset; level of theory: ωB97M-V/def2-TZVPD.

## Properties
Structure (SMILES)   C=CCCCN.O
Frontier orbital gap   9.258 eV
HOMO level   -0.3186 Eh
LUMO   0.0216 hartree
Energy relative to the best compared isomer or geometry (same formula, charge and spin)   3.239 eV

Last column: natural (NBO) charge in e.
Element x y z (Å)
C  -0.072702  -1.419146  0.331595  -0.421
C  0.153480  -0.186964  0.601635  -0.183
C  1.562870  0.229589  0.446757  -0.447
C  2.097671  0.340480  -1.009120  -0.410
C  1.289963  1.310794  -1.802417  -0.228
N  -0.077649  1.036276  -2.030970  -0.863
H  -1.031806  -1.975760  0.615301  0.208
H  0.840296  -1.985340  0.059200  0.182
H  -0.569999  0.484309  1.062529  0.207
H  1.795766  1.173745  0.988364  0.209
H  1.912851  -0.623278  0.858312  0.217
H  2.137927  -0.675201  -1.474821  0.209
H  3.018084  0.933794  -0.844965  0.217
H  1.674886  1.517653  -2.785056  0.200
H  1.261865  2.359181  -1.390316  0.178
H  -0.302235  0.488090  -2.797905  0.351
H  -0.719522  0.580094  -1.311485  0.372
O  -5.087020  -1.579402  3.682227  -0.914
H  -4.410892  -1.249272  3.005541  0.459
H  -5.473830  -0.759651  3.795601  0.456

Forces on atoms 1 to 2 (eV/Å):
-1.8 -4.0 0.6
-0.7 2.6 0.8

A cluster of 2 separate species, C5H13NO in total in a non-equilibrium geometry. Source: the OMol25 dataset; level of theory: ωB97M-V/def2-TZVPD.

## Properties
Structure (SMILES)   CN1CCCC1.O
Frontier orbital gap   9.287 eV
HOMO level   -0.3090 Eh
LUMO   0.0323 hartree
Energy relative to the best compared isomer or geometry (same formula, charge and spin)   1.312 eV

Last column: natural (NBO) charge in e.
Element x y z (Å)
C  -1.762573  -0.151080  0.267240  -0.420
N  -0.809896  -0.451368  -0.829724  -0.430
C  0.544148  0.041736  -0.529475  -0.228
C  1.135515  -0.955690  0.465280  -0.436
C  0.502756  -2.321874  0.023568  -0.434
C  -0.589507  -1.865403  -1.006303  -0.231
H  -1.534035  0.829987  0.676176  0.198
H  -2.779653  -0.162709  -0.107392  0.201
H  -1.632630  -0.916960  1.042149  0.168
H  0.452977  1.081555  -0.223797  0.207
H  1.101030  -0.014869  -1.470937  0.186
H  2.200104  -1.055984  0.652053  0.220
H  0.698427  -0.673229  1.431216  0.195
H  1.260342  -2.929997  -0.457644  0.208
H  0.010411  -2.885766  0.809349  0.205
H  -1.507849  -2.432883  -0.848826  0.197
H  -0.272898  -1.973132  -2.049832  0.195
O  1.283614  5.359086  0.804606  -0.930
H  0.670389  5.764867  1.398716  0.465
H  1.029327  5.713712  -0.046422  0.466

Forces on atoms 1 to 2 (eV/Å):
1.0 -0.6 -0.4
-0.2 0.9 0.5